Density functional theory data (ωB97M-V/def2-TZVPD) for a cluster of 2 separate species, C2H6NO3P in total.

```
13
Properties=species:S:1:pos:R:3
C -1.4525 0.0140 0.6391
C 0.7041 0.7955 0.9835
N -0.1151 -0.3210 0.5908
O 1.0026 0.2460 -2.3884
O -0.1027 -2.0351 -2.2165
O 2.2270 -1.5184 -1.1341
P 0.9017 -1.0278 -1.6344
H -2.0095 -0.6757 0.0048
H -2.0297 0.1168 1.6602
H -1.8379 1.1771 0.3781
H 0.3876 1.7432 0.4580
H 0.7064 1.0111 2.0589
H 1.6179 0.4745 0.6002
```

Properties
Molecular weight: 123.0 g mol⁻¹
Total charge: -2
Maximum force: 3.2 eV/A
Frontier orbital gap: 6.4007 eV
LUMO energy: 7.30 eV
Calculated total energy: -19091.8719 eV

Here are the Mulliken charges for atoms 1 to 5, given in e: number 1, C, carries -0.82; number 2, C, carries -0.90; number 3, N, carries -0.54; number 4, O, carries -0.70; number 5, O, carries -0.76

=====

Density functional theory data (ωB97M-V/def2-TZVPD) for a structure of composition C32H32AsIN3O3S2Tc.

```
75
Properties=species:S:1:pos:R:3
Tc -1.3733 -0.3032 0.4584
C 0.2330 0.2390 4.7916
C -0.3620 0.4641 3.4524
S -0.5751 -0.9613 2.4822
C -0.6930 1.6723 2.9689
C -0.4245 2.9031 3.7714
S -1.4279 1.8500 1.4185
H 0.3656 -0.8304 4.9256
H -0.4212 0.5856 5.5902
H 1.2311 0.7065 4.9028
H 0.6260 2.9934 4.0480
H -1.0019 2.9318 4.7003
H -0.6528 3.7836 3.1790
N -4.7061 -2.3324 0.2562
C -3.9996 -1.7936 1.2265
O -3.4296 -0.6848 1.0831
C -3.9417 -2.4593 2.5652
I -5.4044 -3.9598 2.9304
H -4.6963 -1.8908 -0.6539
H -5.1727 -3.2161 0.3804
H -4.0306 -1.6783 3.3264
H -2.9628 -2.9120 2.6996
N -4.1431 4.5481 -4.6931
C -3.7125 3.7285 -4.0004
C -3.2238 2.6980 -3.0983
C -3.8843 2.5153 -1.8837
C -3.4006 1.5528 -1.0143
N -2.3121 0.8062 -1.2903
C -1.7230 0.9558 -2.4760
C -2.1508 1.8751 -3.4387
H -4.7475 3.1036 -1.6049
H -3.8318 1.3939 -0.0220
H -0.8672 0.2912 -2.6633
H -1.6303 1.9451 -4.3736
C -2.0648 -3.5355 -2.2568
C -1.1799 -2.5494 -1.5468
O -0.1036 -2.1834 -1.9851
O -1.7056 -2.0784 -0.4606
H -1.4932 -4.1499 -2.9539
H -2.8239 -2.9507 -2.8031
H -2.5511 -4.1558 -1.5096
C 3.2428 0.0121 -4.5320
C 2.5808 1.1256 -4.0593
C 1.8599 1.0619 -2.8691
C 1.8555 -0.0915 -2.1029
C 2.4988 -1.2252 -2.6080
C 3.1855 -1.1799 -3.8176
As 1.1148 -0.1429 -0.2947
C 1.8752 1.4995 0.4257
C 1.4060 2.7084 -0.0853
C 1.8642 3.9063 0.3989
C 2.7239 3.9333 1.4949
C 3.1344 2.7530 2.0699
C 2.7293 1.5278 1.5222
C 2.1992 -1.5530 0.4386
C 3.5771 -1.4184 0.5303
C 4.3640 -2.4445 1.0502
C 3.7617 -3.6278 1.4290
C 2.3867 -3.7950 1.2818
C 1.5886 -2.7502 0.7973
H 3.8512 0.0697 -5.4180
H 2.5711 2.0577 -4.6305
H 1.3403 1.9701 -2.5591
H 2.5009 -2.1388 -2.0429
H 3.6727 -2.0700 -4.1718
H 0.6581 2.7051 -0.8688
H 1.5274 4.8213 -0.0663
H 3.0882 4.8787 1.8705
H 3.7765 2.7726 2.9485
H 3.0891 0.6072 1.9780
H 4.0813 -0.5136 0.2133
H 5.4417 -2.3042 1.1560
H 4.3641 -4.4249 1.8341
H 1.9283 -4.7402 1.5784
H 0.5298 -2.9082 0.6800
```

Properties
Multiplicity: 4
Molecular weight: 870.6 g mol⁻¹
Total charge: +1
Maximum force: 1.1 eV/A
Frontier orbital gap (alpha / beta): 6.8024 / 6.5377 eV
LUMO energy (alpha / beta): -3.31 / -4.25 eV
Calculated total energy: -137120.6845 eV

Here are the Mulliken charges for atoms 1 to 5, given in e: number 1, Tc, carries 1.22; number 2, C, carries -1.64; number 3, C, carries 0.69; number 4, S, carries -0.29; number 5, C, carries 0.78

=====

Density functional theory data (ωB97M-V/def2-TZVPD) for a cluster of 11 separate species, C49H115F3O32S5 in total.

```
204
Properties=species:S:1:pos:R:3
C -5.9414 -1.4665 1.1255
O -5.4278 -0.2017 0.6351
C -4.9867 0.6933 1.6892
C -4.4380 1.9928 1.1432
O -3.1776 1.7518 0.5307
C -2.5264 2.7416 -0.1409
C -1.9016 3.7791 0.7534
O -2.9107 4.7355 1.2103
C -2.2295 5.7837 1.8989
H -7.0315 -1.3650 1.2136
H -5.5969 -1.6944 2.1224
H -5.6916 -2.2124 0.3986
H -4.2076 0.2129 2.2425
H -5.7894 0.8927 2.3902
H -4.3260 2.6400 1.9784
H -5.1448 2.4911 0.4646
H -3.1847 3.2791 -0.8108
H -1.6726 2.2125 -0.6009
H -1.1622 4.4348 0.2184
H -1.4411 3.2407 1.5723
H -1.6063 6.3547 1.1804
H -1.6644 5.4632 2.7765
H -2.9571 6.5267 2.1789
C -5.9849 4.3115 3.9791
O -4.8137 3.6103 4.3340
C -4.9707 2.8400 5.5505
C -3.6456 2.2012 5.8212
O -3.5444 1.1464 4.8195
C -2.4064 0.3612 5.0527
C -2.4509 -0.8444 4.1951
O -3.4363 -1.7544 4.7007
C -3.4269 -2.9118 3.8910
H -6.0356 4.4563 2.8935
H -6.0204 5.2070 4.6235
H -6.9032 3.7768 4.2616
H -5.8284 2.1535 5.5645
H -5.0976 3.5485 6.3725
H -3.6249 1.8092 6.8143
H -2.9260 3.0033 5.5788
H -2.2796 0.0850 6.0818
H -1.5987 1.0287 4.7496
H -1.4517 -1.3507 4.1344
H -2.6469 -0.5459 3.1039
H -3.7924 -2.7543 2.8574
H -4.1611 -3.5318 4.3363
H -2.4920 -3.4952 3.8641
C -2.0058 -1.6894 -8.8871
O -1.9498 -0.7714 -7.8617
C -0.7719 -1.0467 -7.1084
C -0.7526 -0.1735 -5.9418
O -1.5398 -0.5910 -4.8566
C -1.8501 0.5054 -3.9796
C -2.8949 -0.0195 -2.9976
O -2.2752 -1.0319 -2.2265
C -2.9808 -1.2788 -1.0234
H -2.0526 -2.7254 -8.4684
H -1.2036 -1.5636 -9.6178
H -2.9217 -1.5083 -9.4272
H 0.1344 -0.7971 -7.7492
H -0.7094 -2.1125 -6.8851
H -1.0896 0.7776 -6.3766
H 0.2570 0.0317 -5.5683
H -2.2950 1.3701 -4.4660
H -0.9190 0.8462 -3.4945
H -3.7655 -0.4342 -3.5894
H -3.2200 0.8232 -2.3554
H -3.1376 -0.4075 -0.3641
H -2.4715 -2.0059 -0.4201
H -3.9521 -1.6830 -1.2324
C 3.8249 5.2841 -4.0873
O 2.6654 4.4819 -4.2994
C 2.3799 3.6112 -3.2555
C 1.0979 2.8228 -3.5568
O -0.1095 3.5181 -3.2696
C -0.4158 4.5278 -4.2583
C -1.9201 4.7985 -4.0417
O -2.6757 3.7152 -4.5238
C -4.0242 3.8663 -4.2066
H 3.5796 6.1866 -3.5224
H 4.0687 5.6657 -5.0964
H 4.6605 4.7456 -3.6378
H 2.1307 4.0942 -2.2952
H 3.2116 2.9109 -3.0680
H 1.1179 1.9351 -2.8950
H 1.1238 2.5443 -4.5923
H -0.1202 4.1087 -5.2465
H 0.1902 5.4412 -4.0567
H -2.2362 5.6913 -4.6514
H -2.1299 4.9755 -2.9712
H -4.3474 4.7962 -4.6525
H -4.2360 3.8775 -3.1600
H -4.5342 3.0764 -4.7030
C 1.4088 -0.3605 5.4504
O 0.6470 -0.2215 6.6274
C 0.3317 -1.4852 7.1854
C -0.4165 -1.3360 8.4587
O -1.7499 -0.9834 8.2219
C -2.4894 -0.7820 9.4040
C -2.5004 0.7144 9.6651
O -1.1751 1.1188 10.0811
C -1.1113 2.4843 10.4497
H 0.8877 -1.0449 4.7455
H 2.4136 -0.7856 5.6805
H 1.4626 0.6151 4.9406
H 1.3064 -1.8937 7.4256
H -0.0833 -2.1640 6.4126
H 0.0679 -0.6132 9.1025
H -0.4407 -2.2842 8.9854
H -2.1074 -1.2364 10.3273
H -3.5278 -1.1162 9.1510
H -3.2083 1.0501 10.3945
H -2.8520 1.2871 8.7704
H -1.9834 2.7486 11.0881
H -1.1024 3.1073 9.5500
H -0.2704 2.5840 11.1177
O 1.6690 -4.3623 -3.8023
S 1.1517 -4.7393 -2.5340
O 1.9295 -4.6491 -1.3658
O -0.0701 -3.7754 -2.1934
C -1.0886 -3.6728 -3.2166
C -2.3617 -4.2573 -2.6524
C 0.4952 -6.2935 -2.5991
H -0.7998 -4.1420 -4.1595
H -1.0959 -2.5855 -3.4877
H -2.7320 -3.6296 -1.8276
H -2.1871 -5.2658 -2.2889
H -3.1338 -4.2753 -3.4185
H -0.2610 -6.3285 -3.3818
H 0.0322 -6.5243 -1.6483
H 1.2367 -7.0285 -2.8528
O 6.2023 -7.7963 -3.1057
S 6.4099 -6.8253 -2.0824
O 7.5662 -6.9496 -1.2677
O 6.3790 -5.3430 -2.6485
C 5.3766 -4.9341 -3.6356
C 4.9383 -3.5120 -3.4454
C 5.0122 -6.8243 -0.9624
H 4.5385 -5.6296 -3.5711
H 5.8947 -5.0742 -4.5962
H 4.5586 -3.3186 -2.4778
H 4.1045 -3.4067 -4.1195
H 5.7478 -2.8073 -3.7850
H 4.2190 -6.3148 -1.4900
H 5.4092 -6.3014 -0.0754
H 4.7553 -7.8794 -0.8235
O -0.0337 -2.0634 1.0209
S 0.7881 -0.8712 1.2571
O 1.8501 -1.0384 2.2110
O 1.4515 -0.3140 0.0024
C 0.9354 -0.3573 -1.4341
C 2.0819 -0.5267 -2.3680
C -0.4286 0.3951 1.6790
H 0.4390 0.6165 -1.4841
H 0.1810 -1.1127 -1.4763
H 2.5056 -1.5880 -2.3673
H 2.8597 0.1962 -2.0789
H 1.6514 -0.2499 -3.3450
H -0.9191 0.3439 2.6370
H -1.1557 0.3019 0.9088
H 0.0990 1.3423 1.5796
O 6.6064 3.3856 -4.4387
S 7.0017 2.3701 -3.4599
O 6.5290 2.5890 -2.1021
O 6.5426 0.9981 -3.9161
C 5.8627 0.8017 -5.2198
C 4.4173 1.1854 -5.1965
C 8.7578 2.2522 -3.4976
H 6.1248 -0.2129 -5.4431
H 6.3514 1.4353 -5.9414
H 4.1081 0.9273 -6.2338
H 4.4986 2.2846 -5.2338
H 3.8568 0.6205 -4.4887
H 8.9577 1.1872 -3.3492
H 9.2394 2.9127 -2.7401
H 9.1033 2.4792 -4.5122
O 1.3660 2.9875 -0.0253
S 2.8259 2.9637 0.1286
O 3.5797 2.2001 -0.7953
O 3.3238 4.3950 0.0998
C 4.7179 4.6548 -0.3341
C 5.1005 6.0779 -0.2140
C 3.2668 2.5446 1.8014
H 4.7495 4.3595 -1.4142
H 5.4061 3.9817 0.1532
H 4.3769 6.7664 -0.7102
H 6.0992 6.0190 -0.6492
H 5.2570 6.3581 0.8360
H 2.7439 1.6320 2.0280
H 2.9090 3.2880 2.5381
H 4.3646 2.3616 1.8656
C 0.7505 -4.7359 2.2977
C 0.5879 -5.9295 1.3968
O -0.7662 -6.0146 0.8594
C -1.8534 -6.1908 1.6464
O -1.8670 -6.2294 2.8265
C -3.0634 -6.5316 0.7773
F -3.4989 -5.5590 -0.0955
F -2.8824 -7.6679 0.0595
F -4.1285 -6.8245 1.5596
H 0.3613 -4.8366 3.2786
H 0.3560 -3.7932 1.8376
H 1.8180 -4.5615 2.4799
H 0.7997 -6.9355 1.7711
H 1.2516 -5.8534 0.5017
```

Properties
Molecular weight: 1433.8 g mol⁻¹
SMILES: CCOC(=O)C(F)(F)F.CCOS(C)(=O)=O.CCOS(C)(=O)=O.CCOS(C)(=O)=O.CCOS(C)(=O)=O.CCOS(C)(=O)=O.COCCOCCOC.COCCOCCOC.COCCOCCOC.COCCOCCOC.COCCOCCOC
Total charge: 0
Maximum force: 4.3 eV/A
Frontier orbital gap: 9.5347 eV
LUMO energy: 0.20 eV
Calculated total energy: -180514.3725 eV

Here are the Mulliken charges for atoms 1 to 5, given in e: number 1, C, carries -0.78; number 2, O, carries -0.42; number 3, C, carries 0.76; number 4, C, carries -0.97; number 5, O, carries 0.26

=====

Density functional theory data (ωB97M-V/def2-TZVPD) for an isolated molecule of C4H7P.

```
12
Properties=species:S:1:pos:R:3
C 0.2600 -1.2052 0.3246
C -0.3530 -0.0258 0.3394
C 0.2859 -0.4138 -0.9337
C -1.5022 0.7290 0.8365
P 1.9313 0.4535 -1.3333
H 0.6978 -2.0546 0.7884
H -0.3122 -0.6187 -1.8906
H -1.5277 0.8217 2.0060
H -2.4647 0.2968 0.6107
H -1.5091 1.8925 0.6640
H 2.4929 -0.8801 -1.2902
H 2.0011 1.0048 -0.1219
```

Properties
Molecular weight: 86.1 g mol⁻¹
SMILES: CC1=C[C@@H]1P
Total charge: 0
Maximum force: 5.1 eV/A
Frontier orbital gap: 9.0533 eV
LUMO energy: 0.87 eV
Calculated total energy: -13546.0666 eV

Here are the Mulliken charges for atoms 1 to 5, given in e: number 1, C, carries -0.40; number 2, C, carries 0.21; number 3, C, carries -0.25; number 4, C, carries -1.06; number 5, P, carries -0.05

=====

Density functional theory data (ωB97M-V/def2-TZVPD) for an isolated molecule of C4H8N2OS.

```
16
Properties=species:S:1:pos:R:3
C -1.1679 -0.2229 2.0915
C -0.3904 -0.0555 0.1463
C -0.3878 0.1103 -1.4040
C 0.4260 -0.9208 -2.1467
H -0.1562 -0.8769 2.3876
H -2.2147 -0.6960 2.5837
H -1.0817 0.8957 2.6472
H 1.7378 -0.3091 0.2869
H 1.3449 0.6195 1.7180
H -1.3139 0.0664 -1.7216
H 1.6368 1.8582 -1.1529
H 0.0316 -1.1053 -3.1725
N -1.5093 -0.1055 0.7705
N 0.9723 0.2553 0.6679
O 1.5643 -1.1961 -1.6442
S 0.5083 1.6828 -2.0578
```

Properties
Molecular weight: 132.2 g mol⁻¹
SMILES: C/N=C(\N)[C@@H](S)C=O
Total charge: 0
Maximum force: 7.4 eV/A
Frontier orbital gap: 9.4422 eV
LUMO energy: -0.01 eV
Calculated total energy: -20136.5176 eV

Here are the Mulliken charges for atoms 1 to 5, given in e: number 1, C, carries -0.77; number 2, C, carries 0.62; number 3, C, carries -0.51; number 4, C, carries 0.08; number 5, H, carries 0.25

=====

Density functional theory data (ωB97M-V/def2-TZVPD) for an isolated molecule of C3H5NO2.

```
11
Properties=species:S:1:pos:R:3
N 0.1940 -1.5507 0.3199
C -0.7925 -1.2800 -0.4261
O -1.2593 -0.0363 -0.5921
C -0.5390 0.9518 0.1467
C 0.8668 0.9291 -0.3263
O 1.6954 1.4523 0.5544
H 0.3960 -2.5471 0.3138
H -1.3930 -1.9796 -1.0134
H -0.6732 0.8185 1.2260
H -0.9494 1.9164 -0.1757
H 2.4543 1.3255 -0.0273
```

Properties
Molecular weight: 87.1 g mol⁻¹
Total charge: 0
Maximum force: 1.5 eV/A
Frontier orbital gap: 9.5033 eV
LUMO energy: 1.02 eV
Calculated total energy: -8773.7707 eV

Here are the Mulliken charges for atoms 1 to 5, given in e: number 1, N, carries -0.58; number 2, C, carries 0.12; number 3, O, carries -0.31; number 4, C, carries 0.06; number 5, C, carries -0.62